No. 1
# C3H40N2O16

A cluster of 16 separate species, C3H40N2O16 in total at a distorted geometry (ωB97M-V with the def2-TZVPD basis set, the OMol25 dataset).

```
61
Properties=species:S:1:pos:R:3
C -0.211 -2.592 -1.033
C 0.460 -1.971 0.233
N -0.563 -1.207 2.872
C -0.125 -2.547 2.701
N 0.203 -2.949 1.344
H -1.266 -2.482 -0.961
H 0.068 -3.654 -1.100
H 0.072 -2.318 -2.004
H 0.185 -0.938 0.431
H 1.545 -1.868 -0.085
H -1.328 -1.155 3.511
H -0.295 -0.647 2.020
H -0.833 -3.209 3.347
H -1.220 -0.485 -3.341
H -0.791 -0.817 -4.735
O -1.565 -0.769 -4.182
H -3.437 -3.001 1.006
H -2.676 -3.022 2.319
O -3.472 -2.663 1.910
H -3.065 0.493 -2.847
H -2.756 1.944 -3.102
O -3.055 1.372 -2.403
H 1.093 4.160 -1.196
H -0.321 3.770 -1.120
O 0.305 4.147 -1.759
H 4.660 0.617 -1.841
H 0.521 1.661 -0.365
O 1.262 1.948 0.219
H -3.200 -1.029 1.577
H -3.867 0.017 0.517
O -3.213 -0.141 1.181
H -0.043 2.097 -3.826
H -0.514 3.370 -2.983
O -0.716 2.718 -3.697
H -1.638 0.573 1.320
H -0.668 1.118 2.416
O -0.732 1.008 1.456
H -1.947 2.761 0.005
H -2.923 3.105 -1.119
O -2.443 3.523 -0.376
H 1.877 -1.428 2.176
H 1.147 -2.299 4.272
O 1.167 -2.491 3.322
H -1.567 1.072 -1.535
H -0.110 0.734 -2.095
O -0.710 0.692 -1.336
H 3.280 1.038 -1.121
H 0.616 -3.888 1.260
O 3.763 0.983 -1.965
H 2.067 2.383 -3.303
H 2.507 0.927 -3.693
O 1.837 1.596 -3.823
H 1.228 1.146 0.763
H 3.022 -0.209 1.954
O 2.208 -0.641 1.694
H 0.900 -0.032 4.057
H 2.032 0.660 3.374
O 1.655 0.502 4.267
H 3.360 -1.810 1.203
H 4.098 -3.159 0.428
O 4.097 -2.366 0.939
```

* orbital gap (alpha / beta): 9.22 / 4.14 eV
* net charge: +1
* spin multiplicity: 2
* LUMO energy (alpha / beta): -3.66 / -8.74 eV



No. 2
# C25H19BeBrN7O2S

A structure of composition C25H19BeBrN7O2S (ωB97M-V with the def2-TZVPD basis set, the OMol25 dataset).

```
56
Properties=species:S:1:pos:R:3
Be 0.579 1.237 0.001
C 2.569 -0.348 -1.213
O 1.890 0.171 -0.044
C 2.365 -0.162 1.220
C 3.410 -1.008 1.495
C 3.672 -1.263 2.843
Br 5.094 -2.414 3.275
C 2.909 -0.710 3.850
C 1.855 0.163 3.553
C 1.625 0.438 2.224
O 0.638 1.296 1.715
C 0.986 0.631 4.640
N 0.808 -0.054 5.723
C -0.125 0.663 6.461
C -0.668 0.372 7.711
C -1.574 1.268 8.236
C -1.941 2.428 7.536
C -1.420 2.723 6.292
C -0.507 1.813 5.767
N 0.190 1.764 4.557
H 3.582 0.046 -1.242
H 1.997 0.002 -2.065
H 2.563 -1.434 -1.169
H 4.003 -1.468 0.720
H 3.095 -0.951 4.887
H -0.159 1.343 2.272
H -0.376 -0.524 8.241
H -2.015 1.079 9.205
H -2.654 3.108 7.983
H -1.718 3.619 5.767
H 0.427 2.593 4.031
N -0.682 3.301 -2.975
C -0.402 3.385 -1.685
S 1.165 2.888 -1.126
N -1.336 3.849 -0.865
C -1.171 4.119 0.529
C -0.204 5.017 0.956
C -0.086 5.294 2.308
C -0.941 4.692 3.223
C -1.913 3.800 2.787
C -2.028 3.506 1.434
H -0.012 2.873 -3.591
H -1.615 3.492 -3.324
H -2.269 3.970 -1.253
H 0.441 5.500 0.235
H 0.658 6.003 2.645
H -0.862 4.946 4.272
H -2.595 3.343 3.492
H -2.797 2.829 1.081
N -0.860 0.648 -0.496
C -2.000 0.661 -0.739
C -3.315 0.774 -1.097
C -4.313 -0.085 -0.564
N -5.117 -0.774 -0.115
C -3.582 1.877 -1.944
N -3.645 2.825 -2.601
```

* energy relative to the best compared isomer or geometry (same formula, charge and spin): 0.0 kcal/mol
* orbital gap: 8.34 eV
* net charge: +1
* LUMO energy: -2.89 eV



no.,electronic energy (eV)
1,-39490.0383
2,-122035.5705